Version one
Entry from the OMol25 dataset: 2 unconnected molecules or ions with the total composition CH6OS (the ωB97M-V functional and the def2-TZVPD basis).

CARTESIAN COORDINATES (ANGSTROEM)
S: -3.407 3.714 -0.915
O: 0.742 -2.206 0.357
C: 1.827 -1.246 0.326
H: 1.126 -3.083 0.445
H: 2.172 -1.089 1.348
H: -4.061 2.855 -0.124
H: 2.580 -1.557 -0.395
H: -2.336 2.935 -1.110
H: 1.357 -0.324 0.067

**SMILES string**: CO.S
**2S+1**: 1
**Net charge**: 0
**HOMO**: -0.358 Eh

=====

Version two
Entry from the OMol25 dataset: 2 unconnected molecules or ions with the total composition CH6OS (the ωB97M-V functional and the def2-TZVPD basis).

CARTESIAN COORDINATES (ANGSTROEM)
S: -0.441 0.122 -3.549
O: 0.743 -0.102 0.907
C: 0.290 -0.538 2.201
H: -0.705 -0.022 2.424
H: 0.727 0.863 0.946
H: 0.422 -1.617 2.271
H: -1.338 -0.252 -4.464
H: 0.894 0.045 2.934
H: -0.593 1.500 -3.671

**SMILES string**: CO.S
**2S+1**: 1
**Net charge**: 0
**HOMO**: -0.354 Eh

=====

Most stable of them? version one.

=====

Version one
Entry from the OMol25 dataset: a single C7H10O2 molecule (the ωB97M-V functional and the def2-TZVPD basis).

CARTESIAN COORDINATES (ANGSTROEM)
O: 1.354 1.484 0.939
O: -1.194 1.303 -1.478
C: 0.277 -1.288 -1.131
C: 1.071 -0.467 -0.351
C: 0.585 0.785 0.048
C: -0.789 1.176 -0.130
C: 2.344 -0.972 0.278
C: -1.811 -0.137 0.513
C: -2.773 0.019 1.286
H: -0.413 -0.878 -1.849
H: -2.153 1.418 -1.482
H: -1.046 2.064 0.453
H: 2.305 -0.886 1.365
H: 3.195 -0.376 -0.057
H: -3.697 -0.228 1.756
H: 0.587 -2.309 -1.315
H: -1.303 -1.026 0.004
H: 0.937 2.328 1.142
H: 2.525 -2.010 0.007

**2S+1**: 1
**Net charge**: 0
**HOMO (alpha / beta)**: -0.279 / -0.259 Eh

=====

Version two
Entry from the OMol25 dataset: a single C7H10O2 molecule (the ωB97M-V functional and the def2-TZVPD basis).

CARTESIAN COORDINATES (ANGSTROEM)
O: 3.137 -1.402 0.147
O: 2.158 0.636 -0.038
C: -3.134 1.000 0.057
C: 0.712 -1.289 -0.052
C: -2.827 -0.512 0.010
C: -0.347 -0.569 0.014
C: 2.118 -0.638 -0.101
C: 3.400 1.109 -0.087
C: -1.689 -1.114 -0.001
H: 3.270 2.363 -0.031
H: -1.688 -1.942 -0.007
H: 0.851 -2.428 -0.170
H: -3.758 1.159 -0.984
H: -3.665 1.314 1.157
H: -3.786 -1.195 -0.192
H: 4.026 0.610 -0.695
H: -2.210 1.612 -0.048
H: 3.980 0.872 1.060
H: -0.547 0.413 -0.040

**SMILES string**: C/C=C\C=C\C(=O)OC
**2S+1**: 1
**Net charge**: 0
**HOMO**: -0.340 Eh

=====

Most stable of them? version one.

=====

Version one
Entry from the OMol25 dataset: a single CH2O2S2 molecule (the ωB97M-V functional and the def2-TZVPD basis).

CARTESIAN COORDINATES (ANGSTROEM)
S: -1.089 0.234 0.425
S: 2.023 0.454 0.142
O: 1.664 -1.111 0.424
O: 0.231 2.310 -0.065
C: 0.424 1.154 0.112
H: 0.913 -1.351 -0.226
H: -1.566 1.434 -0.023

**SMILES string**: O=C(S)SO
**2S+1**: 1
**Net charge**: 0
**HOMO**: -0.360 Eh

=====

Version two
Entry from the OMol25 dataset: 2 unconnected molecules or ions with the total composition CH2O2S2 (the ωB97M-V functional and the def2-TZVPD basis).

CARTESIAN COORDINATES (ANGSTROEM)
S: 0.192 -2.611 1.188
S: 0.894 -0.118 0.877
O: -1.142 -0.240 -0.864
O: -0.552 3.053 -0.510
C: -0.267 -0.134 -0.176
H: -0.575 3.216 -1.420
H: 1.449 -3.166 0.905

**2S+1**: 1
**Net charge**: 0
**HOMO (alpha / beta)**: -0.335 / -0.310 Eh

=====

Most stable of them? version one.

=====

Version one
Entry from the OMol25 dataset: 2 unconnected molecules or ions with the total composition C6H11Cl (the ωB97M-V functional and the def2-TZVPD basis).

CARTESIAN COORDINATES (ANGSTROEM)
Cl: -0.115 -0.255 -2.831
C: -2.000 -0.505 -0.124
C: -1.092 0.403 -0.057
C: 0.549 0.205 -1.331
C: 1.574 -0.768 -0.789
C: 1.388 -0.807 0.844
C: -1.054 1.519 0.970
H: 2.512 -0.503 -1.181
H: 1.401 0.307 1.174
H: -1.009 1.014 1.892
H: -0.306 2.180 0.685
H: 2.204 -1.410 1.229
H: 1.046 1.199 -1.369
H: -2.067 2.011 1.021
H: -1.993 -1.319 -0.886
H: 0.420 -1.109 1.221
H: -2.704 -0.380 0.662
H: 1.246 -1.784 -1.130

**2S+1**: 1
**Net charge**: 0
**HOMO**: -0.335 Eh

=====

Version two
Entry from the OMol25 dataset: 2 unconnected molecules or ions with the total composition C6H11Cl (the ωB97M-V functional and the def2-TZVPD basis).

CARTESIAN COORDINATES (ANGSTROEM)
Cl: 3.683 -0.153 -0.425
C: -0.625 0.039 -0.105
C: 2.702 -0.091 0.962
C: 0.394 1.036 0.353
C: -0.237 1.192 -0.991
C: -0.160 -1.339 -0.525
C: -1.964 0.024 0.598
H: 0.736 -1.283 -1.131
H: 0.040 -1.960 0.346
H: -0.935 -1.829 -1.111
H: -0.925 2.016 -1.119
H: 1.461 0.697 0.476
H: 2.240 -1.094 1.062
H: 0.348 0.981 -1.874
H: 0.143 1.729 1.141
H: -2.377 1.025 0.689
H: -2.673 -0.599 0.052
H: -1.852 -0.392 1.601

**2S+1**: 1
**Net charge**: 0
**HOMO**: -0.319 Eh

=====

Most stable of them? version one.

=====

Version one
Entry from the OMol25 dataset: a single C4H6OS molecule (the ωB97M-V functional and the def2-TZVPD basis).

CARTESIAN COORDINATES (ANGSTROEM)
S: -0.618 -1.450 0.407
O: 0.148 1.070 -0.568
C: -0.552 1.252 0.534
C: -0.453 0.020 1.518
C: 0.907 -1.117 -1.972
C: 0.193 -0.901 -0.894
H: 1.126 -0.405 -2.667
H: -0.969 0.005 2.409
H: 0.613 0.080 1.715
H: -1.529 1.611 0.238
H: 1.288 -2.166 -2.033
H: -0.153 2.003 1.313

**2S+1**: 3
**Net charge**: 0
**HOMO (alpha / beta)**: -0.217 / -0.306 Eh
**Expectation value of S²**: 2.011

=====

Version two
Entry from the OMol25 dataset: a single C4H6OS molecule (the ωB97M-V functional and the def2-TZVPD basis).

CARTESIAN COORDINATES (ANGSTROEM)
S: 2.102 0.198 0.156
O: -0.370 1.449 0.262
C: -1.424 0.725 0.211
C: -2.025 -0.410 0.464
C: 0.631 1.409 -0.589
C: 1.583 -1.352 0.137
H: 1.433 -1.777 1.007
H: 1.157 -1.790 -0.783
H: -1.485 -1.168 0.877
H: 1.234 2.298 -0.633
H: -3.163 -0.478 0.420
H: 0.327 0.896 -1.530

**2S+1**: 3
**Net charge**: 0
**HOMO (alpha / beta)**: -0.263 / -0.341 Eh
**Expectation value of S²**: 2.016

=====

Most stable of them? version two.

=====

Version one
Entry from the OMol25 dataset: a single C5H6O2S molecule (the ωB97M-V functional and the def2-TZVPD basis).

CARTESIAN COORDINATES (ANGSTROEM)
S: 0.786 2.195 -0.675
O: -1.966 -1.575 -0.305
O: 0.636 -1.448 1.563
C: -0.841 0.545 0.524
C: 0.947 -0.678 -0.799
C: -1.817 -0.496 0.362
C: 0.212 0.684 -0.484
C: 1.205 -1.505 0.405
H: 1.862 -0.299 -1.519
H: 1.956 -2.208 0.084
H: -2.630 -0.248 0.967
H: 0.201 -1.232 -1.404
H: -1.281 1.641 1.124
H: -0.281 0.108 1.445

**SMILES string**: O=CCC(=S)CC=O
**2S+1**: 1
**Net charge**: 0
**HOMO**: -0.330 Eh

=====

Version two
Entry from the OMol25 dataset: a single C5H6O2S molecule (the ωB97M-V functional and the def2-TZVPD basis).

CARTESIAN COORDINATES (ANGSTROEM)
S: -1.058 -1.670 -0.678
O: -1.672 -2.924 -1.077
O: -2.218 -0.292 -0.647
C: 1.865 1.272 0.112
C: -1.695 -0.380 0.613
C: 0.556 0.609 0.183
C: -0.541 0.613 0.982
C: 0.178 -0.866 -1.629
H: 2.315 1.371 1.146
H: 2.368 0.744 -0.652
H: 0.989 -1.451 -1.514
H: 1.710 2.316 -0.073
H: -0.285 1.157 1.846
H: -2.512 -0.497 1.389

**2S+1**: 1
**Net charge**: 0
**HOMO (alpha / beta)**: -0.321 / -0.321 Eh

=====

Most stable of them? version one.